DFT (ωB97M-V with the def2-TZVPD basis set) results for an isolated molecule of C14H20N2O3S.

ORCA input file:
```
! RIJCOSX wB97M-V def2-TZVPD def2/J DEFGRID3
* xyz 0 1
S -2.06 1.52 0.13
O -1.27 1.24 -1.05
O -1.79 2.76 0.80
O 0.22 -3.18 0.55
N 0.35 -1.22 -0.61
N -2.60 -1.36 -0.71
C 3.87 -1.07 0.51
C -3.00 -0.83 0.58
C -0.28 -2.34 -0.17
C 4.18 0.26 0.24
C 5.55 0.79 0.54
C -4.25 0.06 0.37
C -1.72 -2.50 -0.69
C -3.83 1.35 -0.30
C 3.48 2.52 -0.62
C 2.62 -1.59 0.25
C 1.64 -0.77 -0.30
C -1.98 0.09 1.24
C 1.94 0.56 -0.58
C 3.20 1.08 -0.31
H 6.02 1.17 -0.37
H -4.98 -0.49 -0.23
H -1.64 -2.87 -1.72
H -2.24 -0.62 -1.30
H 6.18 0.02 0.96
H -4.70 0.27 1.34
H 3.79 3.05 0.28
H 5.49 1.62 1.25
H 4.62 -1.71 0.94
H -2.28 0.42 2.23
H -0.20 -0.52 -1.12
H 1.17 1.19 -1.00
H -3.25 -1.68 1.22
H 4.29 2.61 -1.34
H 2.60 3.01 -1.02
H -3.89 1.30 -1.39
H -2.18 -3.29 -0.09
H 2.39 -2.62 0.48
H -0.97 -0.31 1.27
H -4.35 2.23 0.06
*
```

Results
- Gap between HOMO and LUMO: 8.7 eV
- Relative energy (zero: lowest compared OMol25 entry of this formula, charge and spin): 21.9 kcal/mol
- SMILES: Cc1ccc(NC(=O)CN[C@@H]2CCS(=O)(=O)C2)cc1C



DFT (ωB97M-V with the def2-TZVPD basis set) results for a structure of composition C14H20N2O3S.

ORCA input file:
```
! RIJCOSX wB97M-V def2-TZVPD def2/J DEFGRID3
* xyz 0 1
S -5.65 0.89 -0.68
O 2.63 -2.43 -0.22
O 0.46 -2.45 -1.21
O -2.41 -1.56 1.41
N -1.64 -0.63 -1.61
N -0.16 -1.21 0.99
C 5.46 1.54 -0.82
C 4.46 2.26 -0.09
C -5.55 0.76 1.09
C 3.35 0.29 0.60
C 1.54 -1.92 -0.44
C 1.05 -0.75 0.31
C 4.41 -0.37 -0.03
C 2.17 -0.43 1.15
C 5.49 0.23 -0.80
C -1.57 -0.91 0.74
C 3.57 1.72 0.65
C -1.89 0.15 -0.34
C -4.24 -0.19 -0.78
C -3.21 0.75 -0.34
H -4.54 1.08 1.67
H -1.97 0.07 -2.29
H 4.49 -1.39 0.17
H -1.12 0.94 -0.35
H -2.17 -1.54 -1.86
H -3.35 1.58 -1.15
H 4.61 3.39 -0.17
H 6.27 2.03 -1.12
H 0.46 0.07 -0.20
H 1.82 0.01 2.13
H 6.27 -0.38 -1.09
H -4.36 -1.29 -0.37
H -4.07 -0.42 -1.81
H -5.94 -0.21 1.94
H 2.66 -1.37 1.57
H -0.16 -1.71 -1.51
H -3.79 1.27 0.68
H -0.02 -2.07 1.67
H 3.03 2.56 1.13
H -6.40 1.65 1.41
*
```

Results
- Gap between HOMO and LUMO: 9.1 eV
- Relative energy (zero: lowest compared OMol25 entry of this formula, charge and spin): 193.6 kcal/mol



DFT (ωB97M-V with the def2-TZVPD basis set) results for a structure of composition C14H20N2O3SW.

ORCA input file:
```
! RIJCOSX wB97M-V def2-TZVPD def2/J DEFGRID3
* xyz 2 3
W -0.13 -0.14 -0.01
S 0.28 0.82 2.97
O 0.43 2.33 2.76
O 1.04 0.00 1.65
O -1.23 0.58 2.84
N 1.32 0.66 -1.26
N 1.12 -1.84 -0.38
C 1.36 1.94 -1.67
C -5.67 1.46 -0.48
C 2.90 -3.88 -1.03
C 3.35 1.55 -2.95
C 0.82 0.32 4.63
C -1.15 1.61 0.18
C -5.67 0.16 0.33
C 3.31 0.23 -2.53
C 2.29 -0.21 -1.69
C 1.82 -4.13 -0.20
C 2.18 -1.59 -1.20
C 0.95 -3.08 0.10
C 2.36 2.42 -2.51
C 3.09 -2.60 -1.54
H 0.77 -0.78 4.72
H -2.03 1.55 0.82
H -5.86 -0.71 -0.31
H 3.60 -4.67 -1.29
H -5.65 2.33 0.18
H 1.86 0.67 4.81
H 4.15 1.89 -3.61
H 0.57 2.58 -1.31
H -6.45 0.17 1.10
H -4.71 0.00 0.83
H -6.57 1.54 -1.10
H -4.80 1.52 -1.13
H -0.44 2.33 0.61
H 1.63 -5.11 0.22
H 3.93 -2.39 -2.19
H 2.34 3.47 -2.81
H 0.08 -3.20 0.75
H 0.15 0.78 5.39
H -1.44 1.91 -0.83
H 4.07 -0.47 -2.86
*
```

Results
- <S²>: 2.02
- Gap between HOMO and LUMO (spin up / spin down): 6.2 / 6.7 eV
- Relative energy (zero: lowest compared OMol25 entry of this formula, charge and spin): 75.0 kcal/mol



DFT (ωB97M-V with the def2-TZVPD basis set) results for a structure of composition C14H20N2OZr.

ORCA input file:
```
! RIJCOSX wB97M-V def2-TZVPD def2/J DEFGRID3
* xyz 2 1
Zr 0.02 -1.57 0.26
O 0.78 -0.49 1.74
N 0.90 0.04 -1.29
N -1.70 0.13 -0.53
C -3.80 1.32 -0.35
C 0.13 1.05 -1.81
C 1.53 0.57 2.30
C 2.24 0.15 -1.40
C 2.06 -2.29 0.12
C -1.28 1.07 -1.42
C -2.14 2.13 -1.84
C -3.39 2.24 -1.29
C 0.73 2.07 -2.57
C -1.40 -3.17 -0.24
C -2.94 0.25 -0.01
C 2.11 2.09 -2.76
C 2.87 1.10 -2.16
C -1.57 -1.78 2.04
H -0.64 -3.59 -0.86
H -2.61 -2.05 1.82
H -4.76 1.37 0.14
H 2.37 0.91 1.66
H -1.58 -0.87 2.65
H 1.96 0.30 3.28
H -1.76 2.82 -2.57
H 2.57 2.85 -3.36
H 2.58 -1.74 0.90
H 0.87 1.44 2.44
H -2.29 -2.71 -0.63
H 2.84 -0.60 -0.88
H -4.05 3.07 -1.59
H 0.09 2.84 -2.99
H 1.67 -3.23 0.24
H -1.34 -3.67 0.71
H 3.96 1.02 -2.25
H -3.22 -0.50 0.72
H -1.19 -2.58 2.70
H 2.14 -2.12 -0.94
*
```

Results
- Gap between HOMO and LUMO (spin up / spin down): 4.7 / 4.7 eV
- Relative energy (zero: lowest compared OMol25 entry of this formula, charge and spin): 142.7 kcal/mol



DFT (ωB97M-V with the def2-TZVPD basis set) results for a structure of composition C14H20N3O7SW.

ORCA input file:
```
! RIJCOSX wB97M-V def2-TZVPD def2/J DEFGRID3
* xyz 3 1
W 0.39 -0.76 -0.26
S -1.86 -2.03 -0.96
O -0.67 -1.09 1.46
O 1.04 0.70 0.63
O -0.56 1.69 1.86
O 0.76 -2.47 0.62
O 1.11 0.21 -1.97
O 2.75 -0.94 -0.16
O 0.93 -1.90 -1.88
N -1.35 0.48 -0.84
N 1.76 -0.84 2.64
N -3.64 0.00 -0.98
C -3.99 1.31 -1.02
C -1.63 1.82 -0.96
C 2.00 -1.01 -3.87
C -5.41 1.67 -1.03
C -0.53 2.80 -1.07
C -2.36 -0.41 -0.90
C 1.34 -0.91 -2.57
C 0.26 -1.96 1.70
C -2.95 2.23 -1.04
C 0.44 1.06 1.83
C 0.96 -2.02 3.02
C 3.18 -1.02 2.30
C 1.24 0.47 3.01
C 3.41 -1.68 0.93
H 3.02 -2.69 0.89
H 2.50 -1.97 -3.98
H 1.57 -2.92 3.14
H -5.59 2.59 -1.60
H 0.32 -1.86 3.88
H 4.48 -1.72 0.73
H 2.69 -0.17 -4.03
H 0.44 2.37 -0.84
H -5.73 1.89 0.00
H -0.72 3.66 -0.44
H 3.64 -0.03 2.30
H 2.05 1.15 3.24
H 0.59 0.43 3.88
H 3.30 -0.19 -0.38
H -6.06 0.88 -1.41
H -0.49 3.17 -2.10
H -4.37 -0.71 -1.01
H 1.24 -0.95 -4.66
H -3.18 3.28 -1.12
H 3.69 -1.62 3.05
*
```

Results
- Gap between HOMO and LUMO: 6.4 eV
- Relative energy (zero: lowest compared OMol25 entry of this formula, charge and spin): 56.0 kcal/mol



DFT (ωB97M-V with the def2-TZVPD basis set) results for an isolated molecule of C14H20N4OS.

ORCA input file:
```
! RIJCOSX wB97M-V def2-TZVPD def2/J DEFGRID3
* xyz 0 1
S -0.40 -0.09 3.53
O 2.21 0.41 -2.89
N -1.46 -1.78 1.57
N 1.24 -0.45 -0.95
N -0.64 -1.81 -0.66
N 1.73 0.20 1.09
C 3.36 -0.92 -4.64
C -2.13 0.59 3.34
C 2.31 0.20 -4.28
C -1.50 -2.14 0.31
C 0.30 -1.05 -0.27
C -0.45 -0.92 1.95
C 2.20 0.20 -0.14
C -3.49 2.61 4.47
C 1.63 -0.71 -2.40
C 0.54 -0.58 1.03
C 2.85 -2.13 -4.01
C 2.61 -1.84 -2.52
C -4.24 2.74 3.07
C -2.19 1.77 4.37
H -4.13 2.09 5.15
H 0.79 -1.03 -2.98
H 1.32 0.04 -4.66
H -3.44 2.92 2.26
H -3.34 3.52 4.95
H 3.56 -3.01 -4.27
H 4.37 -0.75 -4.33
H -2.24 0.96 2.31
H -2.86 -0.20 3.44
H 3.40 -1.04 -5.71
H 1.82 -2.34 -4.39
H 2.27 -2.72 -1.89
H -1.24 2.41 4.14
H 2.77 1.17 -4.71
H 3.07 0.61 -0.58
H 3.55 -1.54 -2.06
H -2.43 -2.59 0.14
H -4.99 2.05 2.71
H -4.80 3.75 3.16
H -1.93 1.38 5.38
*
```

Results
- Gap between HOMO and LUMO: 8.9 eV
- Relative energy (zero: lowest compared OMol25 entry of this formula, charge and spin): 74.1 kcal/mol
- SMILES: CCCCSc1ncnc2c1ncn2[C@@H]1CCCCO1



DFT (ωB97M-V with the def2-TZVPD basis set) results for a structure of composition C14H21AlBrN.

ORCA input file:
```
! RIJCOSX wB97M-V def2-TZVPD def2/J DEFGRID3
* xyz 2 1
Br -4.84 -0.97 0.00
Al -0.62 -3.98 1.48
N -0.35 1.71 -0.02
C 1.20 -0.74 0.91
C 1.25 -2.31 1.06
C 4.20 -3.35 -1.79
C -3.42 0.45 0.13
C 3.11 -1.01 -1.06
C -1.97 -0.17 0.44
C -3.95 1.49 1.22
C 2.17 -0.17 -0.17
C 3.16 -2.55 -0.87
C -1.14 2.94 -0.36
C -0.40 3.59 -1.66
C 0.23 0.11 1.85
C -0.92 0.92 1.06
C 2.22 -3.18 0.19
H -4.29 0.89 2.14
H -3.22 2.33 1.48
H 4.08 -4.48 -1.73
H -3.36 0.93 -0.91
H -0.08 2.73 -2.36
H -1.14 4.26 -2.22
H 0.57 4.12 -1.37
H 3.75 -0.49 -1.84
H 0.54 2.07 0.39
H 4.09 -2.96 -2.87
H -4.90 2.02 0.82
H 0.63 -2.89 1.83
H -0.24 -0.60 2.62
H -2.22 2.76 -0.68
H 2.19 0.97 -0.33
H -2.14 -0.96 1.27
H 2.29 -4.32 0.32
H -1.55 -0.69 -0.48
H -1.04 3.68 0.53
H 5.24 -3.01 -1.45
H 0.85 0.87 2.44
*
```

Results
- Gap between HOMO and LUMO: 6.0 eV



DFT (ωB97M-V with the def2-TZVPD basis set) results for a structure of composition C14H21B2BaF8NO8.

ORCA input file:
```
! RIJCOSX wB97M-V def2-TZVPD def2/J DEFGRID3
* xyz -2 1
Ba 0.27 -0.41 -0.64
F 1.29 4.13 -0.64
F 0.69 2.19 -1.91
F 0.49 2.24 0.36
F 0.48 -3.19 -0.50
F -1.73 -3.40 -1.26
F -0.96 -4.71 0.49
F 2.54 2.21 -0.52
F -1.26 -2.43 0.74
O -1.17 0.53 -2.81
O 1.13 -0.27 1.97
O 5.12 -0.55 0.10
O 3.02 -0.72 -0.68
O 1.55 0.02 4.17
O -2.04 0.94 0.50
O 0.68 -1.38 -3.18
O -3.14 -0.31 1.86
N -2.48 0.66 1.61
C 4.61 -2.32 -1.39
C -2.13 2.10 5.02
C -2.14 1.56 2.69
C -2.10 1.58 -2.75
C -1.36 3.70 3.42
C -0.14 -1.53 3.57
C -2.37 1.19 4.00
C 0.60 -0.31 -4.10
C -0.85 0.15 -4.13
C 0.95 -0.50 3.21
C 4.23 -1.07 -0.58
C -1.56 3.34 4.74
C 0.50 -2.66 -3.73
C -1.60 2.80 2.38
B -0.85 -3.48 -0.15
B 1.28 2.73 -0.74
H -2.66 0.18 4.23
H -2.27 1.72 6.02
H -1.36 3.07 1.37
H 5.22 -2.97 -0.77
H -0.44 -1.36 4.61
H -1.66 2.54 -3.01
H -0.96 0.98 -4.83
H 0.20 -2.57 3.56
H -2.47 1.66 -1.73
H -1.46 -0.72 -4.39
H -2.98 1.36 -3.37
H -0.91 4.63 3.11
H 1.01 -0.54 -5.09
H 1.21 0.50 -3.67
H -1.29 4.06 5.50
H -1.02 -1.38 2.95
H 3.71 -2.83 -1.74
H 1.07 -2.81 -4.66
H 5.21 -2.06 -2.27
H 0.84 -3.39 -3.00
H -0.55 -2.91 -3.94
*
```

Results
- Gap between HOMO and LUMO: 6.0 eV
- Relative energy (zero: lowest compared OMol25 entry of this formula, charge and spin): 0.0 kcal/mol



DFT (ωB97M-V with the def2-TZVPD basis set) results for a cluster of 2 separate species, C14H21BO4S2 in total.

ORCA input file:
```
! RIJCOSX wB97M-V def2-TZVPD def2/J DEFGRID3
* xyz 0 1
S -4.70 -1.23 0.05
S -4.69 -1.24 3.14
O 3.38 -0.13 2.80
O 3.37 -0.13 0.38
O 6.22 -0.35 1.59
O 3.15 1.94 1.59
C 7.51 0.12 1.59
C 8.71 -0.73 1.59
C 1.75 1.82 1.59
C 1.32 0.33 1.59
C -6.46 -1.31 0.32
C 1.98 -0.32 0.35
C -0.20 0.16 1.59
C 1.98 -0.32 2.84
C 6.16 1.89 1.59
C 7.50 1.50 1.59
C 5.41 0.75 1.59
C -6.46 -1.31 2.87
C -6.83 -2.07 1.60
C -4.22 -0.58 1.60
B 3.81 0.60 1.59
H -3.58 0.28 1.59
H 1.80 -1.40 2.87
H 8.36 2.14 1.59
H 8.73 -1.37 2.47
H -6.27 -3.02 1.59
H 1.79 -1.40 0.32
H -7.89 -2.35 1.60
H 8.73 -1.38 0.71
H -6.93 -1.76 -0.56
H -0.64 0.62 0.71
H -6.82 -0.28 2.82
H -0.64 0.62 2.47
H 5.77 2.89 1.58
H 1.60 0.12 -0.58
H 9.62 -0.13 1.59
H 1.36 2.34 0.70
H 1.37 2.34 2.48
H -0.47 -0.90 1.59
H 1.60 0.12 3.76
H -6.92 -1.76 3.75
H -6.82 -0.28 0.37
*
```

Results
- Gap between HOMO and LUMO: 1.4 eV
- Relative energy (zero: lowest compared OMol25 entry of this formula, charge and spin): 1.1 kcal/mol



DFT (ωB97M-V with the def2-TZVPD basis set) results for the ion C14H21Cl2N2O with charge +1.

ORCA input file:
```
! RIJCOSX wB97M-V def2-TZVPD def2/J DEFGRID3
* xyz 1 1
Cl 3.66 -2.12 3.94
Cl 1.64 -1.91 -1.91
O 0.05 -1.24 0.42
N -0.11 0.50 -2.81
N -1.68 1.24 -0.60
C -1.28 -0.30 -2.37
C 2.19 -1.95 -0.27
C -1.73 1.60 1.85
C 1.80 -1.66 2.06
C -0.87 -0.81 1.42
C 3.96 -2.41 1.27
C -2.50 1.65 0.52
C -0.69 2.17 -1.08
C 3.49 -2.35 -0.03
C -0.55 0.62 1.91
C -2.32 0.60 -1.72
C 3.10 -2.06 2.31
C 1.31 -1.61 0.76
C 0.43 1.35 -1.71
H -2.92 2.65 0.38
H 4.13 -2.62 -0.85
H -0.37 1.09 -3.61
H -3.34 0.95 0.57
H -0.89 -1.53 2.24
H 0.84 0.67 -0.97
H 4.97 -2.73 1.47
H -1.32 2.59 2.08
H -0.20 0.59 2.94
H -1.83 -0.84 0.91
H -2.44 1.36 2.64
H -1.10 2.89 -1.81
H -0.92 -1.02 -1.63
H -0.28 2.74 -0.25
H 1.22 1.99 -2.11
H 0.27 1.00 1.30
H 0.64 -0.16 -3.08
H -2.72 1.32 -2.46
H -3.15 -0.02 -1.38
H -1.69 -0.84 -3.23
H 1.17 -1.40 2.90
*
```

Results
- Gap between HOMO and LUMO: 8.8 eV
- Relative energy (zero: lowest compared OMol25 entry of this formula, charge and spin): 1.5 kcal/mol
- SMILES: Clc1ccc(Cl)c(OCCCCN2CC[NH2+]CC2)c1



DFT (ωB97M-V with the def2-TZVPD basis set) results for a structure of composition C14H21CoN4S4.

ORCA input file:
```
! RIJCOSX wB97M-V def2-TZVPD def2/J DEFGRID3
* xyz 2 1
Co -0.88 -0.15 -0.25
S 1.67 -0.28 -0.05
S -2.94 0.71 -0.65
S -0.27 1.29 -2.18
S -0.63 -1.99 -1.73
N -3.22 3.35 -0.60
N -0.86 1.37 0.95
N -1.43 2.55 0.58
N -0.65 -1.06 1.53
C 0.35 -0.66 3.65
C 1.95 -1.98 -0.60
C -0.15 2.30 3.10
C 0.26 -2.02 3.95
C -0.02 0.09 -3.52
C 2.36 0.72 -1.40
C -2.46 2.34 -0.18
C -0.35 1.20 2.11
C 1.14 -2.44 -1.80
C -0.15 -0.21 2.45
C 1.40 1.83 -1.77
C -0.76 -2.36 1.82
C -0.33 -2.88 3.04
C -0.87 -1.15 -3.31
H -1.93 -0.90 -3.32
H -0.64 2.06 4.05
H 0.78 0.03 4.36
H 1.72 -2.58 0.28
H 3.02 -2.10 -0.80
H -0.47 -3.93 3.25
H -3.04 4.29 -0.28
H 1.25 2.51 -0.93
H -0.70 -1.87 -4.11
H 3.29 1.15 -1.04
H 0.64 -2.40 4.89
H 1.54 -2.06 -2.74
H 1.17 -3.53 -1.85
H -0.33 0.57 -4.44
H 0.92 2.41 3.31
H 2.60 0.06 -2.23
H -1.20 -2.99 1.07
H 1.04 -0.14 -3.60
H 1.79 2.41 -2.61
H -4.06 3.18 -1.13
H -0.54 3.23 2.72
*
```

Results
- Gap between HOMO and LUMO (spin up / spin down): 7.0 / 7.1 eV